Here is C27H58N4O4Si2Ti as an isolated structure at a distorted geometry from the OMol25 dataset. Energies are from the ωB97M-V functional and the def2-TZVPD basis.

Geometry as XYZ:
```
96
Properties=species:S:1:pos:R:3:forces:R:3:lowdin_spin:R:1
Ti -0.32312 -0.06772 -0.36512 -0.5370 0.9301 0.0025 0.90
C 4.22183 -2.10628 -0.47843 0.0103 -0.0010 -0.0003 0.00
C 2.86895 -1.93738 0.22188 -0.0311 -0.0042 0.0104 0.00
C 3.14606 -1.70420 1.70694 0.0680 0.0183 0.0290 0.00
C 2.09489 -2.10082 2.75727 -0.0038 0.0603 0.0058 0.00
C 2.67911 -1.79952 4.13312 0.0044 0.0098 0.0255 0.00
C 1.65421 -3.55537 2.64906 0.0283 0.0106 -0.0158 0.00
N 0.90590 -1.20187 2.51372 -0.2086 -0.3935 -0.0197 0.00
C -0.19065 -1.19139 3.51762 0.0224 -0.0176 -0.0260 0.00
C -1.20589 -0.08735 3.19687 0.0007 -0.0031 0.0484 0.00
N -0.52388 1.11571 2.73682 -0.0015 0.0469 -0.0724 0.01
C 0.38327 1.66319 3.76216 0.0369 -0.0665 0.1677 0.00
C 1.79380 1.92398 3.21592 -0.1556 0.1887 -0.3068 0.00
O 2.39706 2.92829 3.53238 0.0649 -0.0965 0.0782 0.00
O 2.18606 1.01767 2.37223 0.1684 0.1898 -0.0036 0.00
C -1.36062 2.20261 2.19154 -0.0437 0.0086 0.0236 0.00
C -2.46193 1.70971 1.27176 0.1357 -0.0361 0.0486 0.01
C -0.47277 3.28187 1.55340 0.0209 0.0418 0.0009 0.00
C 0.28129 3.10634 0.20334 -0.0260 -0.1531 -0.0042 0.00
C -0.59859 3.47968 -0.98301 -0.0026 0.0146 -0.0054 0.00
C 1.46035 4.08513 0.27373 -0.0196 0.0268 0.0186 0.00
N 0.79189 1.68042 0.03134 0.5569 0.4123 0.1675 0.00
C 1.80660 1.50812 -1.06135 0.0481 0.1834 0.1256 0.01
C 2.74913 0.35102 -0.76044 0.0206 -0.0209 -0.0429 0.00
N 2.02389 -0.90639 -0.49999 -0.1305 0.0978 -0.0726 0.00
C 1.50786 -1.60577 -1.69095 -0.0079 0.0350 0.0116 0.02
C 0.27339 -2.41720 -1.26709 -0.0377 -0.0229 0.1864 0.01
O -0.13633 -3.36895 -1.85588 0.0782 -0.1368 -0.0014 0.00
O -0.31679 -1.90271 -0.15806 0.0101 -1.3477 -0.1321 0.01
H 4.68740 -3.03288 -0.14553 -0.0026 -0.0011 0.0041 0.00
H 4.89507 -1.28800 -0.21867 0.0011 -0.0023 0.0029 0.00
H 4.14786 -2.15189 -1.56378 -0.0096 -0.0041 -0.0071 0.00
H 2.30950 -2.86989 0.11550 0.0031 -0.0180 -0.0032 0.00
H 3.43963 -0.66732 1.87945 -0.0001 -0.0367 0.0162 0.00
H 4.02572 -2.30620 1.94327 -0.0059 -0.0187 -0.0073 0.00
H 3.63211 -2.31767 4.23354 -0.0014 -0.0157 0.0009 0.00
H 2.03566 -2.15125 4.93870 0.0008 -0.0050 0.0094 0.00
H 2.86744 -0.73112 4.25433 0.0066 -0.0195 -0.0106 0.00
H 2.52915 -4.20542 2.66317 0.0016 -0.0054 0.0060 0.00
H 1.09810 -3.75381 1.73077 0.0023 0.0020 -0.0253 0.00
H 1.02337 -3.84037 3.49127 -0.0033 0.0058 0.0059 0.00
H 0.51969 -1.50541 1.61743 -0.0868 -0.0576 -0.0537 0.00
H 1.32901 -0.20079 2.39316 0.0872 0.2006 0.1952 0.00
H 0.25882 -1.03827 4.49396 0.0035 -0.0032 -0.0154 0.00
H -0.68578 -2.16174 3.52771 -0.0037 0.0061 -0.0035 0.00
H -1.82112 0.07337 4.09535 0.0047 0.0020 -0.0114 0.00
H -1.87590 -0.44578 2.41704 -0.0014 -0.0010 -0.0505 0.00
H 0.49090 0.95717 4.58777 -0.0316 0.0228 0.0058 0.00
H -0.01385 2.58120 4.20096 0.0219 -0.0131 -0.0086 0.00
H -1.86038 2.71373 3.03026 -0.0030 -0.0038 -0.0070 0.00
H -2.07587 0.99740 0.53372 -0.1917 0.0110 -0.1558 0.01
H -2.89867 2.53842 0.71701 -0.0155 -0.0073 0.0146 0.00
H -3.26135 1.19057 1.79774 0.0119 -0.0131 0.0228 0.00
H 0.26246 3.58849 2.29795 -0.0091 -0.0071 -0.0084 0.00
H -1.10533 4.16219 1.41325 -0.0096 -0.0063 0.0026 0.00
H -0.93761 4.50923 -0.86555 0.0069 -0.0034 -0.0137 0.00
H -1.47843 2.84640 -1.07682 -0.0141 0.0134 0.0182 0.00
H -0.03711 3.42882 -1.91547 0.0055 -0.0212 -0.0462 0.00
H 1.09206 5.04103 0.64747 0.0045 0.0027 -0.0141 0.00
H 1.90596 4.28065 -0.70075 0.0085 -0.0019 -0.0101 0.00
H 2.22608 3.73845 0.97171 -0.0070 -0.0103 0.0098 0.00
H 1.29808 1.46598 0.91705 -0.0161 0.0207 -0.0860 0.00
H 2.42130 2.40178 -1.14817 -0.0016 0.0087 -0.0651 0.00
H 1.29534 1.38107 -2.01630 -0.0377 -0.0098 -0.0410 0.00
H 3.30178 0.59615 0.14708 0.0068 -0.0037 -0.0046 0.00
H 3.46697 0.25815 -1.58138 -0.0174 -0.0080 0.0022 0.00
H 2.22327 -2.29195 -2.14705 0.0141 0.0428 -0.0348 0.00
H 1.21485 -0.89510 -2.47020 -0.0744 0.0123 0.0177 0.00
C -3.34101 -1.77131 0.12095 0.0201 -0.0216 0.0183 0.00
Si -3.24498 -1.03143 -1.60916 -0.0651 0.2104 0.1048 0.00
C -4.72814 0.11541 -1.73668 0.0059 0.0242 -0.0188 0.00
C -3.47070 -2.46964 -2.77322 0.0108 -0.0129 -0.0203 0.00
C -1.69821 0.06361 -1.93020 0.2431 -0.2641 -0.0770 -0.01
Si -1.29881 0.10164 -3.78836 -0.0428 -0.0496 -0.0172 0.00
C -0.78791 -1.53492 -4.54102 -0.0052 -0.0273 0.0058 0.00
C -2.80821 0.73964 -4.69246 -0.0439 -0.0050 -0.0173 0.00
C 0.10615 1.26583 -4.26364 -0.0089 0.0167 0.0265 0.00
H -4.38159 -2.06709 0.28052 -0.0023 -0.0205 0.0084 0.00
H -3.09456 -1.06894 0.92064 -0.0239 -0.0022 -0.0118 0.00
H -2.71403 -2.65500 0.23120 0.0053 -0.0002 -0.0009 0.00
H -5.62931 -0.46432 -1.94992 -0.0209 0.0079 0.0359 0.00
H -4.62329 0.86190 -2.52451 -0.0109 -0.0193 -0.0103 0.00
H -4.89852 0.64442 -0.79507 0.0183 0.0157 0.0063 0.00
H -4.33006 -3.03356 -2.39974 -0.0099 -0.0155 -0.0198 0.00
H -2.61388 -3.14354 -2.79004 -0.0001 0.0028 0.0249 0.00
H -3.70159 -2.16011 -3.79320 0.0109 -0.0274 0.0074 0.00
H -2.12007 1.07093 -1.76941 0.1300 0.0626 0.0486 0.00
H -1.59039 -2.26869 -4.58338 0.0339 0.0339 -0.0058 0.00
H 0.05685 -2.01523 -4.04728 0.0054 -0.0115 -0.0181 0.00
H -0.48265 -1.32011 -5.56910 0.0036 -0.0095 -0.0116 0.00
H -3.66211 0.06647 -4.59975 -0.0021 0.0157 -0.0076 0.00
H -2.59065 0.85011 -5.75706 0.0045 -0.0007 -0.0040 0.00
H -3.11494 1.71762 -4.31350 0.0019 0.0150 -0.0168 0.00
H 1.10296 0.86137 -4.07151 0.0207 -0.0032 0.0378 0.00
H 0.04055 2.26546 -3.83411 -0.0044 0.0394 0.0365 0.00
H 0.03793 1.38329 -5.34871 0.0094 0.0178 -0.0019 0.00
```
Forces are in eV/Å.

As for the HOMO energy (spin up / spin down): -11.3 / -11.7 eV. The charge is +1. The energy above the lowest of the compared OMol25 structures with the same formula, charge and spin is 0.395 eV. Its expectation value of S² is 0.754. As for the spin multiplicity: 2. As for the LUMO energy (spin up / spin down): -3.01 / -2.81 eV. The value obtained for the frontier orbital gap (spin up / spin down) is 8.3 / 8.9 eV. As for the electronic energy: -3011.9484 hartree. The largest force on an atom is 0.026 hartree/bohr.